Entry 1:
C54H165N13O22 | ωB97M-V/def2-TZVPD

E_HOMO = -8.948 eV
F_max = 3.51 eV Å⁻¹
spin multiplicity = 1
LUMO level = 0.185 eV

```
254
Properties=species:S:1:pos:R:3:lowdin_charge:R:1
O -3.1857 -1.3476 5.0263 -0.062
H -3.2847 -1.7883 5.8702 -0.025
H -3.1133 -0.4191 5.2474 -0.003
O -0.8157 -6.3445 -0.7305 -0.057
H -0.8059 -6.3358 -1.6876 0.017
H -1.3763 -5.6070 -0.4895 -0.026
O 2.7328 -3.9957 -7.0408 -0.072
H 3.0969 -4.8235 -7.3543 0.029
H 2.7121 -4.0881 -6.0883 -0.035
O -2.6978 -4.3827 0.4459 -0.050
H -3.1429 -3.8127 -0.1811 -0.010
H -3.0650 -4.1382 1.2954 -0.009
O -3.2446 -3.6109 2.9766 -0.063
H -3.5119 -2.8938 3.5515 0.007
H -2.2936 -3.5243 2.9113 -0.012
O 6.5402 -2.0955 0.5509 -0.068
H 6.3222 -1.1973 0.7998 0.003
H 6.0096 -2.2643 -0.2277 -0.003
O -2.6090 1.6565 4.6651 -0.048
H -2.4230 2.1379 5.4713 0.043
H -3.5014 1.9131 4.4328 -0.016
O 5.0408 -0.6789 -1.2002 -0.053
H 4.4156 -0.0823 -0.7885 0.012
H 4.7622 -0.7247 -2.1148 -0.005
C -0.7351 -3.3046 -5.2374 -0.040
C -1.2140 -3.8650 -6.5763 -0.456
C -2.2251 -5.0278 -6.4092 -0.200
O -1.7598 -6.0957 -5.6229 -0.184
C -2.5788 -7.2406 -5.4391 -0.100
N -1.7465 -2.8173 -7.3637 0.043
H -1.5418 -3.3090 -4.5043 0.053
H -0.3531 -2.2888 -5.3383 0.072
H 0.1371 -3.7798 -4.7885 0.059
H -0.3978 -4.2730 -7.1725 0.133
H -2.6565 -5.4188 -7.3307 0.124
H -3.0633 -4.4792 -5.9795 0.112
H -2.0673 -7.9233 -4.7606 0.085
H -2.8705 -7.7893 -6.3347 0.085
H -3.4612 -6.9360 -4.8764 0.080
H -1.0337 -2.1018 -7.3777 0.068
H -2.3644 -2.4564 -6.6508 0.041
C -4.4815 4.5367 2.8984 -0.051
C -4.6418 3.3522 1.9356 -0.414
C -5.5131 2.1877 2.4610 -0.205
O -4.9492 1.5822 3.5939 -0.231
C -5.8483 0.6832 4.3132 -0.044
N -5.2645 3.9402 0.7478 0.040
H -3.8916 5.2944 2.3827 0.062
H -3.8628 4.2739 3.7564 0.065
H -5.4060 5.0047 3.2366 0.086
H -3.6759 2.9023 1.7064 0.126
H -5.6736 1.4337 1.6903 0.124
H -6.5054 2.5935 2.6575 0.121
H -6.8670 1.0649 4.3812 0.088
H -5.4371 0.5927 5.3186 0.083
H -5.8715 -0.3293 3.9101 0.089
H -6.1566 4.2912 1.0659 0.070
H -5.4331 3.2649 0.0160 0.062
C -2.8311 0.9873 -6.6928 -0.040
C -3.0402 0.7606 -5.1878 -0.445
C -3.9358 1.7605 -4.5826 -0.200
O -4.3267 1.4694 -3.2472 -0.177
C -3.3253 1.4769 -2.2558 -0.112
N -3.6527 -0.5637 -5.0527 0.082
H -3.6575 0.6521 -7.3195 0.084
H -1.9554 0.3952 -6.9585 0.070
H -2.5801 1.9758 -7.0777 0.068
H -2.0711 0.8124 -4.6915 0.121
H -4.8504 1.7857 -5.1751 0.140
H -3.5576 2.7826 -4.6012 0.114
H -2.5061 2.1014 -2.6122 0.085
H -2.8403 0.5615 -1.9166 0.073
H -3.5585 1.8526 -1.2595 0.071
H -4.2156 -0.4288 -4.2250 0.036
H -4.3542 -0.4102 -5.7629 0.069
C 3.0341 -3.3589 -1.9817 -0.062
C 2.9847 -3.1422 -3.4761 -0.429
C 4.1676 -2.4430 -4.2048 -0.143
O 4.2990 -1.0916 -3.8430 -0.242
C 4.6083 -0.0348 -4.7403 -0.060
N 2.8800 -4.4558 -4.0428 0.029
H 4.0199 -3.7308 -1.7022 0.083
H 2.2267 -3.9023 -1.4909 0.080
H 2.9358 -2.3331 -1.6267 0.060
H 2.1020 -2.5351 -3.6766 0.114
H 4.1930 -2.4709 -5.2941 0.123
H 5.0562 -2.8791 -3.7484 0.131
H 5.4111 -0.2568 -5.4434 0.096
H 4.7599 0.9413 -4.2796 0.076
H 3.6483 0.1775 -5.2108 0.075
H 3.7031 -5.0282 -3.9201 0.095
H 2.1599 -4.8007 -3.4243 0.075
C 1.0299 2.6543 -5.5578 -0.024
C 0.4489 3.2778 -6.9739 -0.351
C -0.4579 4.4706 -6.8865 -0.215
O -1.5042 4.2252 -5.9433 -0.214
C -2.3636 5.3406 -5.7737 -0.100
N 1.6468 3.5830 -7.8136 0.022
H 0.2806 2.2111 -4.9019 0.045
H 1.5701 3.4326 -5.0189 0.052
H 1.7185 1.8216 -5.7006 0.048
H -0.0524 2.4808 -7.5231 0.120
H -1.0186 4.6767 -7.7982 0.119
H 0.0501 5.4335 -6.8324 0.125
H -2.6381 5.7793 -6.7330 0.088
H -1.9112 6.0882 -5.1222 0.087
H -3.2604 4.9730 -5.2750 0.076
H 2.1570 2.7266 -7.9760 0.063
H 2.2645 4.1723 -7.2739 0.059
C -1.1497 -3.2671 6.4548 -0.066
C -1.9855 -3.0231 7.7395 -0.377
C -1.4980 -1.7269 8.4237 -0.175
O -2.0137 -1.3749 9.7075 -0.171
C -3.1220 -0.4993 9.7025 -0.121
N -3.3946 -3.0204 7.3173 0.037
H -0.1463 -3.6342 6.6701 0.055
H -0.9680 -2.3681 5.8658 0.064
H -1.5423 -4.0080 5.7584 0.082
H -1.7635 -3.8894 8.3626 0.134
H -1.5681 -0.8523 7.7770 0.116
H -0.4540 -1.8739 8.7001 0.123
H -2.9773 0.2955 10.4342 0.080
H -4.1085 -0.8850 9.9595 0.082
H -3.1102 0.1027 8.7939 0.077
H -3.9697 -2.9888 8.1470 0.082
H -3.5797 -3.8882 6.8349 0.089
C 4.1785 4.0257 -3.2291 -0.063
C 5.3643 3.8143 -2.2562 -0.364
C 5.8268 5.2019 -1.5718 -0.134
O 4.7447 6.0207 -1.0559 -0.211
C 5.0939 6.8996 -0.0096 -0.115
N 4.8869 2.9311 -1.2039 0.043
H 3.4078 4.5554 -2.6691 0.048
H 3.6570 3.1964 -3.7070 0.052
H 4.4783 4.5760 -4.1209 0.079
H 6.1441 3.2804 -2.7993 0.127
H 6.2248 5.7455 -2.4287 0.116
H 6.5110 4.9166 -0.7727 0.115
H 4.1586 7.0532 0.5286 0.068
H 5.5003 7.8902 -0.2136 0.089
H 5.7243 6.4662 0.7669 0.085
H 5.3130 3.0106 -0.2917 0.053
H 3.9275 3.0299 -0.9040 0.039
C 4.7916 3.0989 3.0870 -0.060
C 5.1619 1.7326 2.5263 -0.374
C 5.6808 0.7408 3.6216 -0.167
O 6.1116 -0.4499 2.9732 -0.220
C 6.1990 -1.5682 3.7687 -0.117
N 3.8827 1.1937 1.9574 0.060
H 4.6536 3.8598 2.3188 0.062
H 5.5871 3.4106 3.7638 0.078
H 3.8191 3.0249 3.5736 0.075
H 5.9032 1.7985 1.7300 0.128
H 5.0083 0.5472 4.4573 0.114
H 6.6516 0.9308 4.0793 0.127
H 6.5553 -2.3863 3.1426 0.087
H 5.2875 -1.8560 4.2924 0.081
H 6.9638 -1.4252 4.5321 0.089
H 3.2202 1.0647 2.7088 0.033
H 4.1312 0.2179 1.8784 0.040
C -6.5874 -3.2720 -0.1087 -0.056
C -6.5312 -2.4817 -1.4028 -0.423
C -5.0613 -1.8622 -1.6569 -0.124
O -4.0246 -2.8206 -1.3212 -0.232
C -3.5551 -3.4799 -2.4946 -0.096
N -6.7605 -3.3199 -2.5287 0.041
H -7.5754 -3.7019 0.0562 0.078
H -6.2618 -2.5866 0.6738 0.082
H -5.9330 -4.1402 -0.1868 0.082
H -7.1878 -1.6119 -1.3817 0.130
H -4.8230 -0.9836 -1.0575 0.110
H -4.9729 -1.5151 -2.6863 0.094
H -3.4587 -2.9846 -3.4608 0.076
H -4.2336 -4.3329 -2.4788 0.084
H -2.6258 -4.0431 -2.4089 0.082
H -5.9682 -3.9391 -2.6233 0.042
H -7.4832 -3.9337 -2.1807 0.070
C 0.5419 -0.3309 -2.3151 -0.013
C 0.3980 -0.1028 -0.7188 -0.393
C -0.3435 -1.3083 -0.0767 -0.173
O -0.3719 -1.1989 1.3279 -0.231
C -1.0603 -0.0622 1.8885 -0.053
N 1.7033 -0.0719 -0.1818 0.067
H -0.3528 -0.1398 -2.9077 0.045
H 0.7134 -1.3806 -2.5532 0.046
H 1.3049 0.2604 -2.8213 0.066
H -0.0727 0.8530 -0.4888 0.108
H 0.1623 -2.2587 -0.2466 0.119
H -1.2867 -1.4514 -0.6040 0.119
H -0.6559 0.9127 1.6162 0.060
H -0.9675 -0.0121 2.9733 0.078
H -2.1337 0.0368 1.7268 0.093
H 1.5898 0.0075 0.8187 0.046
H 2.0528 0.8597 -0.3556 0.064
C 1.6268 0.2081 5.2681 -0.044
C 2.4231 -0.9480 4.6459 -0.402
C 2.4393 -2.2568 5.5022 -0.136
O 3.0602 -2.1112 6.8283 -0.156
C 2.7499 -3.1239 7.6876 -0.157
N 2.1374 -1.0085 3.2349 0.077
H 0.5804 0.0947 5.5513 0.063
H 1.5861 1.1267 4.6829 0.064
H 2.0959 0.5609 6.1866 0.074
H 3.4591 -0.6258 4.5412 0.089
H 2.8413 -3.0111 4.8259 0.106
H 1.4205 -2.6430 5.5356 0.080
H 2.9972 -4.0830 7.2326 0.090
H 1.7233 -3.1279 8.0539 0.073
H 3.5036 -3.1547 8.4744 0.092
H 2.7975 -1.5587 2.7042 0.069
H 1.2625 -1.5101 3.1801 0.060
C 1.2123 6.4872 -2.0519 -0.045
C 0.8661 5.7629 -0.7731 -0.468
C 1.1204 4.2056 -0.8006 -0.149
O 0.6425 3.5145 0.3758 -0.206
C -0.7960 3.6505 0.5577 -0.089
N 1.6025 6.4117 0.2294 0.058
H 0.7764 7.4852 -2.0077 0.085
H 0.8607 5.9129 -2.9091 0.075
H 2.2900 6.6243 -1.9635 0.065
H -0.1826 5.9085 -0.5138 0.121
H 2.1791 3.9469 -0.7902 0.099
H 0.5659 3.7614 -1.6273 0.115
H -1.2576 4.6132 0.7771 0.076
H -1.0596 3.0604 1.4354 0.070
H -1.2417 3.2456 -0.3509 0.077
H 1.5379 5.7180 0.9606 0.072
H 2.5633 6.4296 -0.0817 0.027
C 0.6366 -5.8344 2.9875 -0.041
C 0.8638 -4.3072 2.8080 -0.338
C 2.0182 -3.8813 1.8315 -0.232
O 3.2029 -4.1790 2.4626 -0.183
C 4.2202 -4.5572 1.5516 -0.085
N -0.4234 -3.8129 2.2294 0.055
H 0.3688 -6.4700 2.1435 0.075
H -0.1881 -5.8570 3.6999 0.069
H 1.4564 -6.4045 3.4246 0.071
H 0.9980 -3.8759 3.8000 0.102
H 1.9856 -2.8471 1.4888 0.101
H 1.8562 -4.5465 0.9833 0.119
H 5.2446 -4.7682 1.8585 0.090
H 4.2054 -3.9508 0.6460 0.068
H 4.0141 -5.6035 1.3261 0.086
H -0.3171 -2.8607 1.9099 0.024
H -0.5848 -4.2928 1.3555 0.053
C -0.6530 6.1394 3.9886 -0.086
C -1.6845 7.1242 3.6545 -0.376
O -1.3072 8.4504 3.4160 -0.053
H 0.2438 6.1692 3.3698 0.078
H -1.1508 5.1715 4.0474 0.070
H -0.2787 6.2126 5.0097 0.075
H -2.5497 7.0555 4.3139 0.115
H -2.1187 6.8105 2.7052 0.090
H -2.0626 9.0105 3.6092 0.084
```

Entry 2:
C28H76N4O32S8 | ωB97M-V/def2-TZVPD

⟨S²⟩ = 0.76
E_HOMO (alpha / beta) = -12.024 / -12.024 eV
F_max = 4.86 eV Å⁻¹
spin multiplicity = 2
total charge = +1
LUMO level (alpha / beta) = -6.835 / -10.190 eV

```
148
Properties=species:S:1:pos:R:3:lowdin_charge:R:1
C -2.2086 -2.6337 -4.0808 0.011
N -3.5290 -3.3011 -3.9881 -0.424
O -3.4775 -4.3491 -3.3604 0.039
O -4.3879 -2.9359 -4.7428 0.106
H -1.4176 -3.2966 -4.4314 0.096
H -1.9905 -2.2007 -3.1045 0.059
H -2.2626 -1.7031 -4.6458 0.093
C -3.1186 -1.1442 3.5287 0.063
N -3.2180 0.1776 2.8162 -0.431
O -3.5741 0.2279 1.6122 0.019
O -2.8158 1.1155 3.3603 0.103
H -2.7782 -0.9266 4.5410 0.094
H -2.4749 -1.7687 2.9091 0.085
H -4.0952 -1.6280 3.5094 0.101
C 0.9747 -1.7374 -5.5567 0.007
N 0.0535 -1.9750 -6.6707 -0.453
O 0.4822 -2.8243 -7.4130 0.077
O -0.9422 -1.2673 -6.7446 0.071
H 1.8629 -1.4217 -6.1041 0.108
H 1.2038 -2.6049 -4.9378 0.092
H 0.6429 -0.8922 -4.9537 0.086
C -0.2107 -4.2474 -1.7562 0.117
N 0.2251 -5.0999 -0.6549 -0.293
O 1.0740 -4.8004 0.1209 0.262
O -0.2227 -6.2547 -0.6324 0.421
H 0.3635 -3.3219 -1.7131 0.109
H -1.2632 -3.9999 -1.6179 0.128
H -0.0003 -4.6679 -2.7395 0.142
O -4.8521 2.2675 -2.3905 -0.290
S -4.8767 0.8680 -2.8050 0.725
O -3.8842 -0.1063 -2.3522 -0.320
O -6.4256 0.2325 -2.4129 -0.264
C -6.7004 -1.1043 -2.7983 -0.293
C -8.1159 -1.5255 -2.2358 -0.044
C -4.9915 0.8550 -4.7134 -0.077
H -5.9139 -1.8291 -2.5882 0.097
H -6.7769 -1.1334 -3.8852 0.096
H -8.1464 -1.5345 -1.1462 0.073
H -8.3619 -2.5090 -2.6361 0.073
H -8.9004 -0.8817 -2.6333 0.074
H -4.0001 1.0627 -5.1161 0.028
H -5.5848 1.7014 -5.0592 0.063
H -5.2648 -0.0592 -5.2404 0.058
O 4.3745 -1.1763 -1.0648 -0.291
S 4.2841 -0.6269 -2.3604 0.660
O 3.0887 -0.9577 -3.2435 -0.328
O 4.4132 1.0260 -2.2047 -0.278
C 5.4772 1.5122 -1.2909 -0.226
C 4.7257 1.9328 -0.0453 -0.069
C 5.7915 -1.0365 -3.1624 -0.128
H 6.0566 2.1856 -1.9225 0.130
H 6.0611 0.7107 -0.8384 0.110
H 5.4546 2.4624 0.5682 0.088
H 4.2582 1.0666 0.4229 0.052
H 3.9099 2.6313 -0.2317 0.088
H 6.2219 -1.8894 -2.6377 0.079
H 6.4912 -0.2277 -3.3733 0.080
H 5.6492 -1.3208 -4.2050 0.074
O 5.2261 -3.1961 6.9937 -0.279
S 5.7014 -3.0244 5.6430 0.664
O 5.5617 -3.9934 4.5927 -0.302
O 5.4071 -1.4433 5.1010 -0.293
C 5.4727 -1.1244 3.6853 -0.247
C 5.1588 0.3818 3.4697 -0.048
C 7.5686 -2.7450 5.8188 -0.085
H 4.8740 -1.7426 3.0164 0.107
H 6.5063 -1.3307 3.4072 0.101
H 5.9647 1.1079 3.3629 0.079
H 4.6693 0.7026 4.3892 0.067
H 4.4734 0.4616 2.6259 0.041
H 7.8915 -3.7296 6.1571 0.062
H 7.8144 -1.8998 6.4618 0.069
H 7.8910 -2.5267 4.8008 0.046
O 2.2213 1.8086 3.7176 -0.306
S 0.9574 2.4372 4.0651 0.704
O -0.1448 2.3301 3.0906 -0.317
O 0.3546 1.7455 5.5034 -0.264
C 0.1685 0.3116 5.5614 -0.264
C 1.4283 -0.4222 6.0744 -0.068
C 1.1594 4.1332 4.7185 -0.076
H 0.0189 -0.1956 4.6083 0.092
H -0.6508 0.0130 6.2154 0.118
H 1.3268 -1.5069 6.0398 0.067
H 1.6745 -0.1692 7.1057 0.082
H 2.3123 -0.1849 5.4825 0.056
H 0.2719 4.7533 4.5923 0.061
H 1.9770 4.4159 4.0553 0.066
H 1.5699 4.1733 5.7275 0.079
O 2.3711 -8.5911 4.4745 -0.272
S 1.8496 -7.6764 3.4455 0.676
O 0.9930 -8.0454 2.3035 -0.307
O 1.4171 -6.3286 4.2119 -0.236
C 0.8838 -5.2683 3.4156 -0.304
C -0.2424 -4.6737 4.2374 -0.041
C 3.3401 -7.0499 2.6915 -0.121
H 0.5272 -5.6000 2.4405 0.074
H 1.5974 -4.5066 3.1015 0.114
H -0.7733 -5.4155 4.8340 0.098
H -0.8819 -4.1139 3.5549 0.068
H 0.2765 -3.9601 4.8774 0.075
H 2.9984 -6.2405 2.0463 0.050
H 3.7628 -7.7879 2.0097 0.075
H 4.1454 -6.9601 3.4205 0.084
O -1.0641 6.1320 2.6842 -0.326
S -2.5176 5.8817 2.7343 0.750
O -3.3451 6.0100 3.9304 -0.305
O -3.1929 6.8513 1.4543 -0.282
C -2.6763 8.0999 1.2054 -0.319
C -3.2895 8.4359 -0.2110 -0.056
C -3.0539 4.2395 1.9690 -0.078
H -1.5977 8.1343 1.0519 0.107
H -2.9720 8.8540 1.9348 0.121
H -3.2656 7.6225 -0.9362 0.075
H -2.9121 9.4305 -0.4484 0.075
H -4.3634 8.5309 -0.0504 0.067
H -4.1412 4.2587 1.8938 0.070
H -2.7513 3.4493 2.6561 0.030
H -2.6434 4.0940 0.9698 0.063
O 0.6349 1.5299 -2.6254 -0.304
S -0.0053 0.5017 -1.7555 0.766
O -0.3176 -0.8898 -2.2883 -0.369
O 0.8343 0.2954 -0.3360 -0.284
C 0.7611 -1.0258 0.3461 -0.231
C 1.6820 -0.8749 1.6034 -0.032
C -1.4260 1.4153 -0.9197 -0.066
H 1.2347 -1.8368 -0.2071 0.077
H -0.2632 -1.3442 0.5398 0.109
H 1.7886 -1.7611 2.2290 0.076
H 1.1888 -0.1086 2.2014 0.049
H 2.5443 -0.3930 1.1427 0.063
H -1.9811 1.9561 -1.6862 0.037
H -0.8752 2.0925 -0.2669 0.066
H -2.0566 0.8675 -0.2194 0.047
O -1.8060 3.7732 -3.3849 -0.311
S -1.4873 3.2906 -4.7137 0.723
O -1.7879 1.8512 -5.0236 -0.336
O -2.2144 4.2673 -5.8569 -0.292
C -3.5745 4.5812 -5.6243 -0.248
C -4.2750 4.1841 -6.9867 -0.044
C 0.3702 3.6941 -5.1230 -0.057
H -3.6068 5.6691 -5.5664 0.121
H -3.8347 4.1160 -4.6735 0.097
H -5.2873 4.5731 -7.0957 0.070
H -4.3774 3.1188 -7.1934 0.069
H -3.6811 4.7905 -7.6706 0.077
H 0.5680 4.6910 -5.5168 0.060
H 0.4835 2.9694 -5.9292 0.051
H 1.1050 3.5443 -4.3319 0.053
```

Molar mass (computed, g/mol): 1349.0 1237.4